{"formula": "C2H7NOS2", "method": "ωB97M-V/def2-TZVPD", "species": ["C", "S", "S", "H", "H", "H", "H", "C", "N", "O", "H", "H", "H"], "positions_angstrom": [[1.545, -0.190, 2.016], [3.041, -0.641, 1.163], [2.459, -1.256, -0.703], [1.364, 0.879, 1.882], [1.858, -0.325, 3.054], [0.678, -0.740, 1.670], [1.573, -0.295, -1.010], [-2.015, 0.249, -0.701], [-2.076, 0.537, -2.040], [-2.908, 0.587, 0.039], [-1.135, -0.329, -0.392], [-3.024, 0.733, -2.294], [-1.361, 0.791, -2.684]], "de_lowest_kj_mol": 75.00, "e_homo_ev": -8.5537, "molar_mass_g_mol": 125.2, "e_tot_ev": -27395.212, "homo_lumo_gap_ev": 8.9}

=====

{"formula": "C5H15Cl2N5O19V", "method": "ωB97M-V/def2-TZVPD", "species": ["O", "V", "Cl", "O", "O", "O", "O", "Cl", "O", "O", "O", "O", "C", "N", "O", "O", "H", "H", "H", "C", "N", "O", "O", "H", "H", "H", "C", "N", "O", "O", "H", "H", "H", "C", "N", "O", "O", "H", "H", "H", "C", "N", "O", "O", "H", "H", "H"], "positions_angstrom": [[-1.536, 0.174, -0.953], [-0.452, 0.630, 0.085], [-2.703, 2.590, 0.887], [-1.271, 2.181, 0.991], [-3.479, 1.446, 1.282], [-2.585, 3.661, 1.758], [-2.950, 2.980, -0.454], [2.225, 1.092, 2.241], [2.557, 2.436, 2.627], [1.601, 0.339, 3.258], [1.252, 1.241, 1.090], [3.345, 0.411, 1.683], [-1.611, -1.290, -4.073], [-0.239, -1.840, -4.187], [0.655, -1.083, -4.413], [-0.205, -3.037, -3.945], [-1.655, -0.784, -3.092], [-2.313, -2.128, -3.980], [-1.940, -0.578, -4.814], [-1.099, -3.306, -0.215], [-0.042, -3.908, 0.644], [-0.099, -5.127, 0.771], [0.927, -3.289, 1.030], [-1.896, -4.054, -0.411], [-0.620, -3.054, -1.211], [-1.517, -2.430, 0.226], [-1.269, 0.558, 3.585], [-1.258, -0.650, 2.764], [-1.623, -1.670, 3.250], [-0.615, -0.632, 1.685], [-0.709, 0.361, 4.476], [-2.380, 0.581, 3.842], [-0.872, 1.407, 3.032], [0.516, 4.071, -0.082], [0.922, 3.116, -1.186], [0.361, 2.011, -1.346], [1.767, 3.488, -1.952], [1.037, 4.966, -0.285], [0.872, 3.600, 0.831], [-0.547, 4.214, 0.105], [3.231, -1.752, -0.715], [2.226, -0.678, -0.875], [1.046, -0.897, -0.518], [2.587, 0.375, -1.362], [3.698, -1.423, 0.169], [3.917, -1.616, -1.528], [2.746, -2.701, -0.716]], "de_lowest_kj_mol": 3.60, "e_homo_ev": [-11.0047, -11.0285], "molar_mass_g_mol": 571.0, "e_tot_ev": -102485.883, "homo_lumo_gap_ev": [9.2, 9.3], "spin_multiplicity": 2}

=====

{"formula": "C72H76N8O34", "method": "ωB97M-V/def2-TZVPD", "species": ["C", "C", "C", "O", "C", "O", "O", "H", "H", "H", "H", "H", "H", "C", "C", "C", "O", "C", "O", "O", "H", "H", "H", "H", "H", "H", "C", "C", "C", "O", "C", "O", "O", "H", "H", "H", "H", "H", "H", "C", "C", "C", "O", "C", "O", "O", "H", "H", "H", "H", "H", "H", "C", "C", "C", "O", "C", "O", "O", "H", "H", "H", "H", "H", "H", "C", "C", "C", "O", "C", "O", "O", "H", "H", "H", "H", "H", "H", "C", "C", "C", "C", "C", "C", "N", "O", "O", "H", "H", "H", "H", "H", "C", "C", "C", "C", "C", "C", "N", "O", "O", "H", "H", "H", "H", "H", "C", "C", "C", "C", "C", "C", "N", "O", "O", "H", "H", "H", "H", "H", "C", "C", "C", "C", "C", "C", "N", "O", "O", "H", "H", "H", "H", "H", "C", "C", "C", "C", "C", "C", "N", "O", "O", "H", "H", "H", "H", "H", "C", "C", "C", "C", "C", "C", "N", "O", "O", "H", "H", "H", "H", "H", "C", "C", "C", "C", "C", "C", "N", "O", "O", "H", "H", "H", "H", "H", "C", "C", "C", "C", "C", "C", "N", "O", "O", "H", "H", "H", "H", "H"], "positions_angstrom": [[2.483, 6.071, 3.227], [3.170, 5.102, 4.166], [2.075, 4.225, 4.790], [2.545, 2.906, 4.502], [3.633, 2.893, 3.795], [4.285, 1.940, 3.480], [3.969, 4.208, 3.456], [1.685, 5.554, 2.755], [3.200, 6.509, 2.487], [2.028, 6.898, 3.780], [3.655, 5.638, 4.985], [1.117, 4.368, 4.311], [1.953, 4.391, 5.872], [1.871, -6.060, 1.755], [0.518, -5.660, 1.145], [-0.640, -5.651, 2.154], [-1.255, -4.403, 1.881], [-0.447, -3.664, 1.136], [-0.691, -2.562, 0.723], [0.685, -4.253, 0.894], [2.664, -6.205, 1.059], [1.711, -7.010, 2.284], [2.135, -5.388, 2.570], [0.380, -6.120, 0.170], [-0.192, -5.548, 3.125], [-1.348, -6.472, 2.084], [2.082, 5.009, -4.238], [2.499, 4.550, -5.625], [3.997, 4.438, -5.899], [4.305, 3.051, -5.858], [3.180, 2.353, -5.962], [3.094, 1.171, -6.108], [2.056, 3.206, -5.968], [2.481, 4.446, -3.419], [1.064, 5.094, -4.148], [2.616, 5.975, -4.149], [1.992, 5.196, -6.365], [4.505, 4.765, -5.045], [4.369, 4.900, -6.788], [7.502, 1.765, 0.218], [6.309, 1.984, -0.850], [5.142, 2.611, -0.195], [4.901, 3.774, -0.988], [5.835, 3.897, -1.926], [5.846, 4.708, -2.789], [6.812, 2.984, -1.741], [8.430, 1.515, -0.308], [7.217, 1.061, 1.032], [7.595, 2.720, 0.740], [6.021, 1.089, -1.455], [5.366, 2.880, 0.824], [4.262, 1.943, -0.166], [2.735, -0.227, 6.665], [2.032, -0.575, 5.365], [3.005, -1.021, 4.231], [2.193, -1.928, 3.497], [1.233, -2.438, 4.351], [0.460, -3.339, 4.122], [1.262, -1.754, 5.522], [1.929, 0.016, 7.376], [3.333, 0.682, 6.521], [3.438, -0.970, 7.025], [1.356, 0.232, 4.956], [3.876, -1.660, 4.485], [3.393, -0.109, 3.695], [0.146, 0.364, -7.550], [-1.011, 0.602, -6.645], [-1.232, 2.074, -6.288], [-2.674, 2.247, -6.222], [-3.212, 1.202, -6.845], [-4.415, 1.136, -7.129], [-2.307, 0.279, -7.221], [0.211, 1.030, -8.430], [0.229, -0.614, -7.932], [0.954, 0.629, -6.843], [-0.905, -0.011, -5.726], [-0.942, 2.774, -7.051], [-0.711, 2.376, -5.393], [1.264, 1.441, 1.489], [1.827, 2.384, 0.610], [1.375, 2.419, -0.760], [0.445, 1.478, -1.121], [-0.199, 0.681, -0.228], [0.195, 0.702, 1.100], [0.024, 1.540, -2.596], [-0.875, 0.863, -2.990], [0.640, 2.282, -3.315], [1.569, 1.354, 2.480], [2.556, 3.100, 1.024], [1.644, 3.233, -1.452], [-1.041, 0.117, -0.548], [-0.299, 0.083, 1.801], [-2.852, -2.792, 4.009], [-3.867, -2.210, 3.259], [-5.109, -2.858, 3.123], [-5.281, -4.122, 3.770], [-4.280, -4.633, 4.615], [-3.068, -3.975, 4.743], [-6.559, -4.866, 3.743], [-6.493, -6.062, 4.141], [-7.521, -4.301, 3.308], [-1.859, -2.302, 4.141], [-3.703, -1.305, 2.680], [-5.849, -2.442, 2.478], [-4.536, -5.544, 5.187], [-2.320, -4.357, 5.462], [-5.525, 2.202, 4.111], [-4.738, 1.233, 3.495], [-3.347, 1.368, 3.583], [-2.823, 2.422, 4.389], [-3.636, 3.366, 4.949], [-5.005, 3.293, 4.778], [-1.425, 2.419, 4.617], [-0.935, 3.388, 5.248], [-0.743, 1.491, 4.242], [-6.613, 2.172, 4.108], [-5.198, 0.404, 3.015], [-2.727, 0.659, 3.037], [-3.107, 4.194, 5.492], [-5.753, 3.972, 5.185], [-2.011, 4.463, -3.407], [-2.814, 3.349, -3.357], [-3.070, 2.730, -2.150], [-2.491, 3.302, -0.975], [-1.635, 4.386, -1.019], [-1.357, 4.937, -2.259], [-2.882, 2.661, 0.302], [-2.344, 2.969, 1.365], [-3.870, 1.888, 0.188], [-1.825, 4.891, -4.372], [-3.257, 2.950, -4.267], [-3.663, 1.827, -2.021], [-1.321, 4.842, -0.122], [-0.673, 5.789, -2.252], [-5.510, -0.516, -4.497], [-6.495, -0.597, -3.452], [-6.156, -0.631, -2.140], [-4.794, -0.648, -1.754], [-3.795, -0.439, -2.719], [-4.178, -0.376, -4.087], [-4.428, -0.788, -0.345], [-3.250, -0.657, -0.051], [-5.304, -0.874, 0.489], [-5.791, -0.512, -5.547], [-7.534, -0.680, -3.784], [-6.863, -0.688, -1.306], [-2.751, -0.416, -2.465], [-3.319, -0.294, -4.779], [-5.709, -4.882, -0.169], [-4.650, -4.038, -0.349], [-4.072, -3.967, -1.631], [-4.625, -4.660, -2.703], [-5.763, -5.429, -2.551], [-6.265, -5.553, -1.282], [-3.869, -4.617, -4.000], [-4.464, -4.983, -5.009], [-2.697, -4.262, -4.019], [-6.309, -5.015, 0.740], [-4.212, -3.435, 0.483], [-3.165, -3.416, -1.859], [-6.329, -5.882, -3.336], [-7.123, -6.193, -0.999], [-0.037, -2.497, -3.722], [0.023, -2.553, -2.356], [1.119, -2.005, -1.702], [2.013, -1.251, -2.434], [1.844, -1.021, -3.792], [0.845, -1.708, -4.426], [3.155, -0.674, -1.655], [4.079, -0.290, -2.336], [3.139, -0.524, -0.441], [-0.807, -3.096, -4.278], [-0.784, -2.995, -1.821], [1.225, -2.132, -0.622], [2.551, -0.326, -4.225], [0.610, -1.620, -5.466], [5.486, -1.068, 1.958], [4.872, -2.298, 1.822], [5.220, -3.385, 2.581], [6.342, -3.272, 3.458], [6.864, -2.054, 3.719], [6.438, -0.938, 2.970], [6.750, -4.474, 4.232], [7.291, -4.278, 5.271], [6.650, -5.518, 3.674], [5.181, -0.229, 1.354], [4.050, -2.316, 1.164], [4.762, -4.374, 2.449], [7.615, -1.932, 4.500], [6.841, 0.006, 3.248]], "de_lowest_kj_mol": 37.82, "e_homo_ev": -9.6183, "molar_mass_g_mol": 1597.4, "e_tot_ev": -157411.437, "homo_lumo_gap_ev": 8.6}